{"formula": "C2H6N3S2", "method": "ωB97M-V/def2-TZVPD", "elements": ["S", "S", "N", "N", "N", "C", "C", "H", "H", "H", "H", "H", "H"], "coordinates": [[0.77850, 1.54812, 0.70642], [1.93563, 0.34778, -0.45658], [-0.67168, -0.08087, -0.58731], [-1.81346, 1.90134, -0.04448], [1.06854, -1.77272, 0.84971], [1.68297, -1.24790, -0.17108], [-0.78939, 1.05567, -0.06985], [0.30470, -1.21296, 1.18527], [-2.65809, 1.57571, -0.53805], [1.03959, -2.72152, 1.20830], [-1.45573, -0.44905, -1.11717], [2.30754, -1.82864, -0.70705], [-1.72915, 2.88503, -0.25813]], "forces_ev_per_a": [[-0.23, 0.15, 0.53], [0.84, 1.67, -1.27], [-1.13, -1.26, -0.17], [-2.22, 0.85, -0.58], [-1.06, 0.20, -0.17], [-0.97, 0.21, 3.67], [1.31, -0.34, -0.83], [-0.18, 0.41, 0.56], [0.63, -0.13, 0.58], [0.50, -0.11, -0.83], [-0.23, 0.32, 0.01], [2.07, -2.08, -1.99], [0.69, 0.10, 0.50]], "mulliken_charge": [-0.08, 0.08, -0.64, -0.43, -0.22, 0.02, 0.60, 0.22, 0.26, 0.28, 0.17, 0.46, 0.27], "homo_lumo_gap_ha": 0.342, "total_charge": 1, "e_homo_ev": -13.96, "e_above_lowest_kcal_mol": 22.8, "largest_force_ev_per_a": 3.81, "e_lumo_ev": -4.66, "smiles": "[H]/N=C(\\N)SSC=[NH2+]"}

---

{"formula": "C2H6N3S2", "method": "ωB97M-V/def2-TZVPD", "elements": ["S", "S", "N", "N", "N", "C", "C", "H", "H", "H", "H", "H", "H"], "coordinates": [[-0.50201, 2.70573, 0.75612], [-1.78859, 1.21114, -1.69442], [-0.08892, 0.24072, 0.32040], [0.85859, -1.81193, 0.04007], [2.00468, -1.35989, 0.59717], [-0.82368, 1.22167, -0.10059], [-0.14926, -1.03244, -0.28171], [0.95564, -2.83267, -0.07194], [-1.10475, -1.41801, -0.80393], [-1.57245, 3.43440, 0.29258], [2.06901, -0.48281, 1.09096], [-2.31909, 2.24533, -1.15597], [2.46084, -2.12123, 1.01127]], "forces_ev_per_a": [[-0.93, 0.25, -0.23], [1.62, -1.23, 1.74], [0.35, -4.15, -1.64], [5.58, -3.78, 2.18], [-1.49, -0.11, -0.89], [-0.58, 0.62, -1.59], [-5.77, 6.42, -0.64], [-0.95, 0.81, -0.29], [2.06, 0.50, 0.79], [0.73, -0.40, 0.25], [-0.63, 0.53, -0.24], [-1.32, 1.53, -0.12], [1.33, -0.98, 0.66]], "mulliken_charge": [-0.07, -0.05, -0.49, 0.17, -0.32, 0.37, -0.12, 0.29, 0.33, 0.17, 0.32, 0.10, 0.29], "homo_lumo_gap_ha": [0.278, 0.204], "spin_multiplicity": 3, "total_charge": 1, "e_homo_ev": [-10.78, -13.27], "e_above_lowest_kcal_mol": 48.0, "s_squared": 2.01, "largest_force_ev_per_a": 8.66, "e_lumo_ev": [-3.22, -7.71]}

---

{"formula": "C2H6N4", "method": "ωB97M-V/def2-TZVPD", "elements": ["N", "N", "N", "N", "C", "C", "H", "H", "H", "H", "H", "H"], "coordinates": [[-1.28684, -0.44704, 0.01873], [-1.22408, -1.63323, -0.19312], [2.16188, -0.50298, -0.09298], [-0.42971, 1.79570, -0.22588], [-0.14296, 0.50571, -0.11084], [1.00548, -0.08671, 0.04850], [-2.15512, -0.15525, 0.45165], [-1.36824, 1.97045, 0.02497], [0.18954, 2.55025, 0.06699], [2.73184, -0.97728, 0.78260], [2.43735, -0.87298, -0.95860], [-1.91916, -2.14663, 0.18798]], "forces_ev_per_a": [[-0.34, 0.49, 0.58], [5.30, 1.29, -2.01], [1.07, -2.50, 4.24], [-0.19, 0.28, 0.06], [-0.96, -0.93, -0.09], [0.92, 0.23, 0.12], [-0.48, 1.30, 0.47], [-1.26, 0.89, 0.07], [0.23, -0.36, -0.24], [-1.37, 1.83, -2.32], [1.03, -0.27, -2.11], [-3.95, -2.24, 1.22]], "mulliken_charge": [0.46, -0.36, -0.20, -0.36, 0.20, 0.32, 0.32, 0.25, 0.31, 0.43, 0.34, 0.30], "homo_lumo_gap_ha": 0.286, "total_charge": 2, "e_homo_ev": -19.44, "e_above_lowest_kcal_mol": 101.4, "largest_force_ev_per_a": 5.81, "e_lumo_ev": -11.66, "smiles": "[H]/N=[NH+]/C(N)=C=[NH2+]"}

---

{"formula": "C2H6N4O", "method": "ωB97M-V/def2-TZVPD", "elements": ["O", "N", "N", "N", "N", "C", "C", "H", "H", "H", "H", "H", "H"], "coordinates": [[0.11111, -0.59465, -0.36700], [-2.03347, -0.91308, 0.38602], [2.24892, -0.76019, 0.13643], [1.27467, 1.32627, 0.20322], [-1.51630, 1.18179, -0.10007], [1.25586, 0.14281, -0.04205], [-1.15184, -0.04529, -0.13932], [0.36117, 1.85208, 0.17512], [3.06750, -0.21005, -0.28318], [2.36926, -1.75819, 0.06303], [-2.49035, 1.05910, -0.10169], [-1.74699, -1.71290, -0.04142], [-2.89026, -0.90154, -0.16680]], "forces_ev_per_a": [[-2.71, 0.26, 0.27], [-2.02, -1.88, -0.60], [4.61, 2.30, -1.41], [-0.12, 3.98, 0.66], [2.79, -0.02, -2.07], [-2.70, -3.17, 0.37], [1.83, 3.39, 1.06], [1.32, -1.02, -0.45], [-0.85, -1.71, 1.40], [-1.17, 0.26, -0.42], [-1.75, 0.93, 0.78], [1.45, -4.34, -0.28], [-0.67, 1.02, 0.68]], "mulliken_charge": [-0.35, -0.55, -0.47, -0.62, -0.66, 0.37, 0.51, 0.43, 0.29, 0.23, 0.24, 0.28, 0.29], "homo_lumo_gap_ha": 0.372, "e_homo_ev": -9.54, "e_above_lowest_kcal_mol": 62.1, "largest_force_ev_per_a": 5.34, "e_lumo_ev": 0.58, "smiles": "[H]/N=C(/N)O/C(N)=N/[H]"}

---

{"formula": "C2H6N4O4S", "method": "ωB97M-V/def2-TZVPD", "elements": ["S", "O", "O", "O", "O", "N", "N", "N", "N", "C", "C", "H", "H", "H", "H", "H", "H"], "coordinates": [[-0.34273, -1.23054, -0.53946], [0.32671, 1.59508, -0.16160], [-1.69656, -0.74845, -0.80833], [-1.07990, -1.49764, 2.94408], [-0.17226, -2.63228, -0.94848], [-1.46303, 0.46233, 1.87449], [0.05520, -1.21637, 1.11032], [1.46419, 1.82473, -1.98824], [0.83832, -0.26497, -1.32955], [0.79933, 1.05622, -1.10000], [-0.89939, -0.78006, 1.96606], [-0.86660, 1.14280, 1.41235], [-2.02459, 0.73924, 2.63797], [1.61905, 2.78238, -1.68668], [0.92424, -0.50782, -2.30706], [0.31146, -2.12096, 1.41463], [2.20654, 1.39633, -2.49050]], "forces_ev_per_a": [[-2.73, -3.20, -1.22], [-2.11, 0.55, 3.10], [2.69, 0.42, 0.84], [-0.45, -0.09, -0.41], [1.12, 2.57, 0.42], [1.58, -0.74, -1.68], [0.41, 1.59, -3.75], [0.49, 0.46, -1.11], [-1.00, -2.65, 0.26], [1.59, 2.07, -0.71], [-1.66, 1.17, 4.35], [-0.54, 0.10, -0.16], [-0.36, 0.09, 0.73], [-0.11, -0.46, -0.09], [-0.02, -0.52, -0.03], [0.58, -1.31, 0.00], [0.53, -0.05, -0.55]], "mulliken_charge": [1.17, -0.58, -0.56, -0.65, -0.68, -0.29, -0.23, -0.51, -0.31, 0.63, 0.38, 0.28, 0.23, 0.25, 0.30, 0.36, 0.21], "homo_lumo_gap_ha": 0.375, "e_homo_ev": -10.06, "largest_force_ev_per_a": 4.80, "e_lumo_ev": 0.14, "smiles": "NC(=O)NS(=O)(=O)NC(N)=O"}

---

{"formula": "C2H6N4S", "method": "ωB97M-V/def2-TZVPD", "elements": ["S", "N", "N", "N", "N", "C", "C", "H", "H", "H", "H", "H", "H"], "coordinates": [[-3.90303, -0.98016, 1.03831], [-2.38159, -0.99087, 0.44017], [-1.56185, -1.97687, 0.63477], [-1.71888, 0.10552, -0.04893], [-0.43397, -1.82834, -0.04615], [-0.47482, -0.40236, -0.55948], [0.68786, 0.45941, -0.01822], [-1.60449, 0.79923, 0.77219], [0.42516, 1.44854, -0.23501], [-0.46775, -0.49960, -1.69903], [1.61946, 0.33087, -0.60547], [0.26321, -2.57121, 0.17124], [0.99000, 0.39331, 1.07005]], "forces_ev_per_a": [[-1.39, 0.46, 0.37], [2.17, -2.86, 1.43], [-1.74, -0.81, -0.46], [0.60, 2.25, 0.36], [-0.95, 0.62, 0.68], [2.58, -0.37, -0.58], [1.32, -1.10, -0.30], [-0.22, -1.43, -1.64], [-0.46, 1.78, -0.10], [-0.03, 0.53, 1.48], [-0.48, -0.31, 0.28], [-0.48, 1.61, -0.38], [-0.93, -0.36, -1.14]], "mulliken_charge": [-0.37, 0.33, -0.42, -0.27, 0.00, 0.15, -1.31, 0.34, 0.41, 0.20, 0.36, 0.26, 0.32], "homo_lumo_gap_ha": 0.279, "e_homo_ev": -7.35, "e_above_lowest_kcal_mol": 96.2, "largest_force_ev_per_a": 3.87, "e_lumo_ev": 0.23, "smiles": "C[C@H]1NN=[N+]([S-])N1"}